ORCA calculation (wB97M-V/def2-TZVPD) on a 7-piece molecular cluster, C46H107ClFN8O overall.

Charge = +1
Maximum force = 0.43 eV/Å
Energy = -78637.9722 eV
Frontier orbital gap = 4.49 eV
HOMO level = -8.8 eV

```
164
Properties=species:S:1:pos:R:3:forces:R:3:mulliken_charge:R:1
H 4.78663 -4.06115 6.67751 0.022 -0.001 0.007 0.460
H -1.31805 -6.87122 0.76825 -0.023 -0.026 -0.013 0.252
C -3.17041 -1.36216 -9.70588 0.014 -0.024 -0.074 -0.735
H -4.18216 -7.38037 -0.99906 0.003 0.002 0.008 0.269
N -3.14232 -0.91846 -8.31625 -0.009 -0.006 -0.010 0.161
H 1.36046 -0.37518 0.42309 -0.005 0.012 -0.002 0.302
C -6.14731 -6.60754 -0.61986 -0.002 0.016 -0.024 -1.451
H 3.46334 6.31595 0.80202 -0.011 -0.017 -0.006 0.223
H 4.18342 6.68826 2.36810 -0.008 0.030 -0.033 0.277
H -3.44654 -1.43742 -6.34464 -0.012 0.009 -0.001 0.439
H 6.37661 -2.72089 8.25203 0.019 -0.040 0.001 0.292
H -0.70652 -5.83276 -0.51000 0.001 0.002 0.007 0.266
H 0.04857 0.47809 6.44788 0.002 -0.010 0.015 0.264
H -4.31379 -8.27847 2.72550 0.010 0.003 0.005 0.377
C -3.68443 5.05505 -3.73733 -0.102 -0.143 -0.010 -0.614
C -4.64651 -6.40914 -0.76512 0.001 -0.015 0.003 -0.311
H 2.10274 1.46816 6.58137 -0.013 -0.014 -0.015 0.301
H 3.45966 -3.32877 7.58097 0.007 -0.056 -0.010 0.008
N -1.42217 2.76836 -2.53045 -0.049 -0.116 -0.158 -0.254
H 0.89856 2.96129 -4.11080 -0.008 0.011 -0.018 0.060
Cl -4.21798 7.69035 -4.23073 -0.012 0.039 -0.071 -0.169
H -2.06003 3.34802 -2.00777 0.113 0.027 0.067 0.363
C 0.99380 3.98972 -4.47240 0.060 -0.017 -0.094 -0.176
H 2.03936 6.35782 3.52423 0.017 0.015 -0.004 0.334
N 2.56387 -0.42251 5.68553 -0.031 0.049 -0.005 0.533
C 5.41532 -3.14076 8.55822 0.008 0.072 -0.027 -1.013
H 2.64436 1.44152 2.77703 -0.008 -0.005 -0.007 0.402
C 1.21792 7.87708 0.63690 0.023 -0.009 0.004 -0.500
H -0.82695 -3.31328 -1.28269 0.011 0.021 0.031 -0.584
C 2.78587 0.60956 6.68464 -0.004 -0.013 0.007 -0.552
H -3.25737 0.68923 -7.05620 -0.031 -0.054 0.012 0.097
C 3.34343 -5.37960 9.60712 -0.017 0.009 0.022 -0.908
C -0.02139 -2.78536 -1.79876 -0.016 -0.136 -0.031 0.400
C -1.60351 -6.33007 -0.13270 0.043 0.042 0.022 -0.872
H 7.37888 -4.32523 7.03109 -0.007 0.002 0.000 0.286
H 1.42867 0.04179 -4.23108 0.001 -0.006 -0.011 0.417
H -6.39305 -7.32757 0.16103 0.005 -0.003 0.003 0.299
C 3.18838 9.39883 2.49928 0.001 0.008 0.025 -0.974
H 3.79310 1.00033 6.51272 -0.008 0.018 -0.002 0.446
C 0.80468 -0.73362 -3.77885 -0.007 0.101 -0.070 -1.498
H -2.74140 -4.60426 -0.71189 -0.032 -0.029 -0.018 0.374
C -2.69358 -5.28731 0.14373 0.065 0.087 -0.044 -0.718
H 3.01683 4.20684 -3.72027 0.008 -0.047 0.062 0.374
H -1.81483 -3.06817 -7.34331 -0.001 0.003 -0.014 0.337
H 1.36542 3.92345 -5.49995 -0.051 0.030 -0.002 0.415
C -5.09416 0.74250 -8.16942 0.016 0.022 -0.031 -0.977
H 3.35583 9.51802 1.42782 -0.008 0.005 -0.001 0.275
H -2.77326 -7.96437 1.93924 -0.001 -0.003 -0.044 0.256
H -4.45685 -5.76582 -1.62977 0.017 -0.009 -0.002 0.409
H -1.45475 -1.55688 0.04891 0.020 -0.024 -0.009 0.395
N -0.26791 -1.36085 -1.63402 -0.003 0.022 -0.021 0.248
C -1.52961 3.89331 -4.85098 0.048 -0.126 -0.205 3.041
C 0.47719 6.74928 -0.06495 -0.045 0.005 -0.022 -1.106
H 2.72140 -4.61272 9.14656 0.017 -0.004 -0.022 0.169
C -0.63389 -0.92219 -0.29583 -0.087 0.057 0.028 -1.080
H -6.56188 -6.98785 -1.55424 -0.002 0.003 0.003 0.432
H -4.58118 4.23467 -6.37326 0.038 0.061 -0.084 0.527
H -5.04230 -2.48220 -9.60185 0.015 -0.018 -0.005 0.261
H -4.74377 4.97002 -3.98001 -0.001 0.068 0.035 0.600
H -3.11796 -3.75249 -8.32446 -0.007 0.002 -0.002 0.336
H -0.46677 3.03107 -2.32890 -0.050 0.062 0.039 0.145
C 1.32814 -1.17662 5.81528 -0.021 -0.065 0.013 -0.603
H 3.98584 8.77543 2.90151 -0.003 -0.015 -0.024 0.219
H 8.25790 -4.62619 8.53632 -0.009 0.014 -0.002 0.335
H -1.11841 1.82143 -4.33632 0.071 0.056 0.020 0.255
C 4.51272 -3.22315 7.32115 -0.001 0.047 -0.005 -0.468
H 0.64618 8.80251 0.52406 0.013 0.007 0.004 0.466
H -0.51010 5.05174 -3.36870 -0.038 0.020 -0.039 0.397
H 2.17681 8.04489 0.11901 0.002 -0.005 0.008 0.246
H 0.74247 -1.88046 1.11232 0.028 0.002 -0.028 0.180
H 0.09669 -0.33686 1.64549 -0.004 -0.005 0.002 0.258
H -5.17788 -0.97163 -10.50381 -0.013 -0.007 0.038 0.258
H 1.37803 -1.74459 6.74743 0.021 0.024 0.015 0.138
C -4.51754 -1.80902 -10.28101 0.013 0.017 -0.018 -0.979
H 3.36047 -0.77746 8.23435 -0.021 -0.015 0.010 0.064
H 1.47662 -4.34048 -1.75391 -0.003 -0.001 0.005 0.407
H 2.04096 1.98041 4.34056 0.016 -0.011 0.021 0.347
H -3.79188 -5.78186 2.43060 0.016 -0.007 -0.010 0.360
H -2.46068 -2.18486 -9.80346 -0.004 -0.008 0.043 0.416
H 3.98554 0.26813 4.36590 -0.009 0.019 0.038 0.367
H -0.18076 -0.70941 -4.25147 -0.003 -0.041 0.004 0.235
N -2.73123 3.46148 -6.85184 0.245 -0.205 -0.101 0.080
H -3.04751 1.08665 -8.76318 -0.001 -0.035 -0.051 0.328
C -0.34195 4.73344 -4.40050 0.092 0.018 0.029 -2.068
H 5.07147 -5.54732 10.86933 0.013 -0.013 -0.028 0.410
H 1.27105 -1.69003 -4.01480 -0.018 -0.023 0.044 0.435
H -5.44375 0.75371 -9.19996 -0.004 -0.032 0.008 0.245
H -2.50097 5.72034 -5.39697 -0.130 -0.009 -0.020 0.564
H -1.91537 -7.05630 -0.88420 -0.015 0.007 -0.002 0.280
H -0.26420 -0.06047 4.79754 0.022 0.036 0.010 0.193
C -2.89411 -3.21288 -7.40430 0.010 0.006 0.019 -1.489
C 4.62906 -4.79742 10.20645 0.001 0.001 0.079 -0.727
H 1.32187 -1.92540 5.01845 -0.001 0.016 -0.009 0.488
H -5.30392 1.73146 -7.74549 -0.013 0.002 -0.001 0.311
H -2.76078 2.29375 -4.01437 0.042 -0.025 -0.095 0.487
H -0.47758 6.55488 0.42686 0.004 0.001 0.007 0.302
H -2.98411 2.97794 -7.70978 -0.155 0.015 0.059 0.314
C 7.55016 -5.05353 7.82476 0.012 -0.020 0.012 -1.446
N 1.37209 7.64709 2.06142 0.023 -0.009 -0.038 0.140
H 1.68999 -0.51741 -1.83753 -0.005 -0.025 0.002 0.198
C 1.33093 -3.34184 -1.33810 -0.025 -0.023 0.015 -1.169
H 1.39793 -3.42781 -0.25466 0.018 0.048 -0.001 0.288
H 2.87682 -0.90886 3.70325 -0.015 0.002 0.003 0.365
H 4.60602 -2.31035 6.72934 -0.033 0.000 -0.004 0.190
H 3.00592 0.85585 8.81133 -0.003 0.004 -0.008 0.475
H -0.69889 4.02423 -6.91591 -0.086 0.054 -0.027 0.380
C -3.40178 6.45864 -3.24549 -0.009 -0.110 -0.048 0.361
C -1.72279 2.64013 -3.93756 -0.211 0.046 0.349 -1.906
N 5.67531 -4.36687 9.29559 -0.014 -0.013 -0.034 0.167
C 3.40837 6.10653 1.87196 0.000 -0.017 0.026 -0.948
C -1.35749 3.39901 -6.31082 -0.064 -0.145 0.210 -1.357
H -4.70377 -2.05915 -7.40089 0.003 0.008 -0.012 0.258
C -3.52904 4.13721 -6.12658 -0.177 -0.058 0.088 -0.841
H 3.65004 5.05099 2.01145 0.005 0.003 0.012 0.351
H -0.80073 -1.03546 6.16001 -0.002 -0.001 -0.010 0.437
H 3.55664 -6.14195 8.85654 0.007 -0.003 0.004 0.268
H 1.13269 0.79338 3.39931 -0.017 0.030 0.038 -0.079
O -2.68801 6.75213 -2.35619 0.061 -0.006 0.142 -0.379
H 1.05566 5.82561 -0.07765 0.006 -0.002 0.001 0.187
H 4.99841 -2.42130 9.26863 -0.016 -0.014 -0.001 0.386
C 2.13347 1.11325 3.68525 0.018 0.009 -0.058 -0.818
C -3.85149 -7.85671 1.83147 0.005 0.012 0.028 -0.953
C 2.92997 -0.02099 4.34065 0.064 -0.034 -0.050 -0.775
C -2.82805 4.75087 -4.97641 0.275 0.330 0.018 -0.217
H 1.34790 5.57666 2.13306 -0.017 0.017 -0.022 0.366
H 0.32045 0.54073 -2.13427 -0.010 -0.016 0.064 0.271
H -2.76055 -0.55109 -10.31396 -0.012 0.008 0.007 0.375
H -4.16762 -8.46583 0.98313 -0.020 0.000 0.006 0.249
H -1.01940 2.36413 -6.35995 0.072 0.034 -0.122 0.373
H 1.72854 8.59246 3.86388 0.006 -0.011 -0.006 0.363
H -0.15002 -3.03143 -2.85633 0.015 0.054 -0.016 0.331
H 4.37322 -3.94599 10.84331 0.001 0.005 -0.012 0.341
H 1.68720 -0.22130 8.37716 -0.006 0.000 -0.014 0.289
H 3.28308 10.38485 2.95735 0.003 -0.003 0.004 0.401
H 1.05455 9.60536 2.61086 0.001 -0.010 -0.031 0.410
H -2.39204 -4.67483 0.99904 -0.020 -0.020 0.019 0.278
N -4.04598 -5.75394 0.38436 -0.012 -0.019 -0.001 0.135
C -3.62040 -1.88003 -7.33058 -0.004 -0.015 0.014 -0.335
H 8.00796 -5.93190 7.36813 0.003 0.003 0.003 0.435
H -5.35134 -6.32604 1.88637 -0.008 0.002 -0.036 0.401
H -1.05299 0.08430 -0.39785 0.023 0.004 -0.028 0.328
C -4.28294 -6.39433 1.67013 -0.021 -0.010 0.064 -0.718
C 6.26052 -5.45102 8.52621 -0.006 0.002 -0.005 -0.342
H 2.12538 5.73626 -3.86394 -0.008 0.005 0.060 0.351
C 1.79905 8.82553 2.79820 -0.038 0.044 0.058 -0.691
H 0.28023 7.02451 -1.10329 -0.009 0.006 0.007 0.384
H -3.20442 -3.84570 -6.57290 0.005 0.002 -0.001 0.435
H 2.16247 -2.72272 -1.67923 -0.001 -0.005 -0.018 0.366
H 6.47687 -6.25815 9.23167 -0.018 -0.006 -0.003 0.495
H 5.56760 -5.87371 7.78058 -0.003 0.008 0.001 0.266
C 2.69992 0.08084 8.10770 0.046 0.020 0.032 -1.142
C -3.59487 0.42740 -8.07114 0.071 0.181 0.113 -0.417
H -4.35447 -2.35083 -11.21330 -0.004 0.012 -0.006 0.382
H -6.63867 -5.66292 -0.38237 0.004 -0.004 0.017 0.334
C 0.46129 -0.88358 0.77437 -0.041 -0.045 0.044 -0.539
F 1.62749 4.56633 -2.29905 0.070 0.007 0.207 -0.262
H 2.75277 -5.85051 10.39523 -0.002 0.004 0.000 0.400
C 2.03826 4.67432 -3.62173 -0.018 0.009 -0.207 -0.636
H -3.47390 4.36879 -2.92169 0.011 -0.001 -0.048 0.069
H -0.28049 5.64673 -5.00325 -0.009 -0.035 -0.006 0.701
C 2.00980 6.39311 2.43258 0.005 -0.052 0.025 -0.720
C 0.68285 -0.48190 -2.28295 0.062 0.057 -0.055 -0.132
C 0.00725 -0.39723 5.79756 -0.011 -0.029 -0.013 -1.143
H -5.69190 0.02222 -7.61184 0.009 0.005 0.013 0.306
```
Forces are in eV/Å.